[1]
49
Properties=species:S:1:pos:R:3 method="wB97M-V/def2-TZVPD" energy_ha=-11632.4925 lumo_energy_ev=2.070 orbital_gap_ev=5.6 e_homo_ha=-0.131 total_charge=-1
Sr -0.718 -0.079 0.407
Cl -0.890 -1.681 -7.176
C -1.121 -1.352 -5.467
C -2.356 -0.877 -5.020
C -2.563 -0.631 -3.685
C -1.539 -0.846 -2.723
O -1.756 -0.646 -1.476
C -0.278 -1.296 -3.211
C 0.872 -1.578 -2.344
N 0.981 -1.271 -1.112
C 2.176 -1.628 -0.418
C 3.414 -1.546 -0.974
C 4.573 -1.872 -0.228
C 4.468 -2.265 1.068
C 3.192 -2.326 1.689
C 3.036 -2.659 3.051
C 1.799 -2.650 3.613
C 0.703 -2.302 2.799
N 0.793 -2.002 1.530
C 2.040 -1.997 0.958
C -0.102 -1.561 -4.575
H -3.149 -0.706 -5.737
H -3.513 -0.264 -3.322
H 1.688 -2.122 -2.836
H 3.518 -1.158 -1.977
H 5.544 -1.773 -0.694
H 5.348 -2.498 1.654
H 3.915 -2.897 3.639
H 1.641 -2.864 4.659
H -0.286 -2.259 3.243
H 0.855 -1.928 -4.929
Se -0.257 1.177 3.087
Se 1.529 2.616 2.479
Se 3.213 1.384 1.358
Se 3.315 2.008 -0.926
C 0.865 4.515 -2.618
C -0.429 4.346 -1.916
N -1.344 5.257 -1.758
N -2.330 4.607 -1.061
C -2.060 3.326 -0.774
S -3.029 2.226 0.045
N -0.820 3.164 -1.337
N -0.087 1.978 -1.285
H 0.956 5.554 -2.923
H 0.909 3.874 -3.500
H 1.694 4.237 -1.963
H -3.162 5.089 -0.772
H -0.124 1.536 -2.202
H 0.908 2.177 -1.069

[2]
13
Properties=species:S:1:pos:R:3 method="wB97M-V/def2-TZVPD" energy_ha=-1413.0361 lumo_energy_ev=5.676 orbital_gap_ev=6.1 e_homo_ha=-0.016 total_charge=-2
C 1.376 2.170 -0.343
C -0.433 1.230 -2.793
C -0.086 0.131 0.015
C 0.081 1.409 -0.755
C -0.931 1.253 0.276
O 2.385 1.489 -0.106
O -0.959 2.243 -3.180
O 1.287 3.386 -0.187
O -0.032 0.207 -3.237
Cl -1.112 1.986 1.852
Cl -2.784 1.189 -0.250
H -0.593 -0.823 -0.317
H 0.854 -0.017 0.667

[3]
61
Properties=species:S:1:pos:R:3 method="wB97M-V/def2-TZVPD" energy_ha=-1096.4930 lumo_energy_ev=0.589 orbital_gap_ev=7.0 e_homo_ha=-0.235
C -26.111 -11.989 9.860
C -25.398 -10.681 9.630
C -24.340 -10.650 8.490
O -23.921 -12.050 8.220
C -22.892 -12.120 7.246
N -26.306 -9.521 9.504
H -26.939 -11.827 10.549
H -25.502 -12.698 10.422
H -26.351 -12.324 8.851
H -24.901 -10.386 10.553
H -23.491 -10.002 8.706
H -24.726 -10.193 7.578
H -23.233 -11.837 6.250
H -22.768 -13.202 7.271
H -22.039 -11.567 7.641
H -26.954 -9.515 10.280
H -27.008 -9.835 8.849
C -18.987 -16.629 5.643
C -19.662 -15.504 6.392
C -20.872 -15.936 7.224
O -21.507 -14.887 7.790
C -22.191 -15.320 8.988
N -18.754 -14.784 7.224
H -18.036 -16.348 5.190
H -19.542 -17.340 5.031
H -18.654 -17.251 6.473
H -19.980 -14.801 5.622
H -20.592 -16.727 7.918
H -21.564 -16.472 6.574
H -23.002 -14.624 9.200
H -21.552 -15.553 9.839
H -22.660 -16.298 8.877
H -19.402 -14.303 7.831
H -18.221 -15.398 7.823
C -20.571 -13.337 4.944
C -21.863 -13.524 5.719
C -23.057 -12.950 4.892
O -24.334 -13.282 5.456
C -25.400 -12.469 4.959
N -22.241 -14.907 5.918
H -20.529 -13.707 3.920
H -19.719 -13.662 5.542
H -20.554 -12.247 4.920
H -21.750 -13.218 6.759
H -23.158 -13.347 3.882
H -22.788 -11.896 4.828
H -25.337 -12.539 3.873
H -25.232 -11.438 5.272
H -26.346 -12.861 5.331
H -23.133 -14.700 6.345
H -21.633 -15.281 6.632
C -22.496 -17.131 4.948
C -23.203 -18.426 4.316
O -23.741 -18.222 2.981
O -23.366 -16.003 5.028
H -21.513 -16.797 4.617
H -22.125 -17.398 5.937
H -23.793 -19.015 5.019
H -22.310 -19.035 4.174
H -24.659 -17.974 2.845
H -22.882 -15.212 5.276